(1)
{
  "formula": "C25H38AuNO2Sb2",
  "method": "the ωB97M-V functional and the def2-TZVPD basis",
  "total_energy_ev": -48891.1686,
  "homo_lumo_gap_ev": [7.793, 4.855],
  "total_charge": 0,
  "largest_force_ha_per_bohr": 0.03912,
  "multiplicity": 3,
  "species": ["Au", "C", "Sb", "C", "C", "C", "C", "C", "C", "C", "C", "C", "Sb", "C", "C", "H", "H", "H", "H", "H", "H", "H", "H", "H", "H", "H", "H", "H", "H", "H", "H", "H", "H", "H", "H", "O", "C", "O", "H", "C", "C", "C", "C", "C", "C", "C", "C", "C", "C", "C", "C", "N", "H", "H", "H", "H", "H", "H", "H", "H", "H", "H", "H", "H", "H", "H", "H", "H", "H"],
  "coordinates": [[-0.9632, 0.0071, -0.7179], [0.1059, 0.1730, 4.8062], [0.2772, -0.0758, 2.6420], [-1.3669, -1.4898, 2.6824], [1.8062, -1.6581, 2.8167], [3.1527, -1.0821, 2.9669], [3.5363, -0.5771, 4.2095], [4.7519, 0.0486, 4.3975], [5.6254, 0.1824, 3.3287], [5.2760, -0.3373, 2.1017], [4.0572, -0.9806, 1.8949], [3.7428, -1.4938, 0.5614], [2.4495, -0.0649, -0.5098], [3.2213, -0.6865, -2.4318], [3.8852, 1.5785, -0.3300], [0.8623, 0.8541, 5.1798], [0.1995, -0.7871, 5.3079], [-0.8717, 0.5899, 5.0261], [-1.0694, -2.3990, 3.1954], [-1.6832, -1.7318, 1.6755], [-2.1985, -1.0405, 3.2161], [1.6927, -2.2755, 1.9309], [1.5148, -2.2293, 3.6965], [2.8588, -0.6844, 5.0443], [5.0197, 0.4370, 5.3697], [6.5763, 0.6785, 3.4559], [5.9652, -0.2618, 1.2724], [3.1979, -2.4281, 0.5509], [4.6317, -1.5845, -0.0580], [4.3068, -0.6549, -2.4084], [2.8610, -0.0370, -3.2208], [2.8850, -1.7008, -2.6130], [4.8817, 1.1989, -0.5312], [3.8552, 1.9844, 0.6755], [3.6474, 2.3634, -1.0389], [1.0562, -2.4670, -0.7934], [-0.1208, -2.7883, -0.7317], [-1.1317, -2.0371, -0.6782], [-0.3822, -3.8728, -0.7184], [1.0956, 3.0062, -2.5282], [-0.2203, 2.9206, -3.2974], [-0.4546, 1.5165, -3.8595], [-1.3918, 3.3940, -2.4721], [-2.1706, 4.4102, -2.9799], [-3.2405, 4.9351, -2.2731], [-3.5307, 4.4261, -1.0151], [-2.7949, 3.4139, -0.4397], [-3.1714, 2.9487, 0.9499], [-2.0227, 3.1573, 1.9368], [-3.6552, 1.4977, 0.9736], [-1.6953, 2.8284, -1.1769], [-0.9741, 1.8884, -0.6461], [1.8906, 2.5451, -3.1103], [1.0062, 2.4898, -1.5732], [1.3570, 4.0449, -2.3351], [-0.1435, 3.5993, -4.1570], [-0.4520, 0.7779, -3.0580], [0.3315, 1.2623, -4.5670], [-1.4132, 1.4672, -4.3724], [-1.9292, 4.8216, -3.9512], [-3.8197, 5.7480, -2.6849], [-4.3536, 4.8518, -0.4579], [-4.0105, 3.5775, 1.2755], [-1.1260, 2.6613, 1.5691], [-2.2806, 2.7403, 2.9082], [-1.8121, 4.2171, 2.0575], [-2.8118, 0.8212, 0.8564], [-4.3618, 1.3150, 0.1672], [-4.1434, 1.2767, 1.9199]],
  "forces_ev_per_angstrom": [[0.55, -1.90, 0.38], [0.11, 0.07, -0.38], [-0.01, -0.58, 0.78], [0.15, 0.25, -0.16], [-0.73, 0.14, -0.21], [0.63, 0.25, 0.08], [0.01, -0.03, -0.04], [0.12, 0.12, 0.06], [0.05, 0.06, 0.17], [0.02, -0.09, -0.02], [0.09, 0.13, 0.64], [-0.55, 0.31, -0.84], [0.69, 0.17, -0.23], [-0.18, 0.07, 0.31], [-0.23, -0.45, 0.05], [0.12, 0.09, 0.06], [0.01, -0.11, -0.02], [-0.17, 0.08, 0.02], [0.10, -0.09, 0.09], [-0.08, -0.11, -0.14], [-0.12, 0.09, 0.09], [-0.01, -0.12, -0.05], [-0.08, -0.04, 0.02], [-0.10, 0.00, 0.11], [0.00, 0.01, 0.08], [0.08, 0.03, 0.03], [0.07, 0.02, -0.08], [-0.06, -0.20, 0.00], [0.07, -0.02, -0.04], [0.12, 0.02, 0.02], [-0.08, 0.11, -0.17], [-0.06, -0.14, -0.06], [0.20, 0.01, -0.04], [0.01, 0.08, 0.15], [-0.07, 0.14, -0.15], [0.15, -0.15, -0.05], [1.00, -1.33, -0.07], [-1.39, 1.09, -0.13], [0.01, 0.32, 0.03], [-0.15, 0.04, 0.00], [0.11, -0.09, -0.14], [-0.06, 0.12, 0.07], [0.43, 0.00, -0.38], [-0.01, 0.00, -0.03], [0.08, -0.09, 0.07], [-0.08, 0.06, 0.09], [-0.30, -0.06, 0.33], [-0.04, 0.00, 0.15], [-0.06, 0.04, -0.16], [0.03, 0.14, -0.10], [-0.69, 1.46, -0.32], [-0.16, 0.68, -0.19], [0.13, -0.02, 0.01], [0.22, -0.03, -0.02], [0.08, 0.06, 0.07], [-0.10, -0.06, 0.15], [0.04, -0.10, -0.11], [0.08, -0.05, -0.04], [-0.07, -0.08, -0.06], [0.07, -0.05, -0.02], [-0.07, 0.02, -0.02], [-0.04, -0.03, 0.09], [0.12, -0.05, -0.15], [0.09, -0.02, 0.17], [0.00, -0.03, 0.10], [0.10, 0.11, 0.05], [-0.07, -0.15, 0.06], [-0.09, -0.11, -0.05], [-0.02, -0.01, 0.10]],
  "mulliken_spin": [0.20, 0.00, 0.00, 0.00, 0.00, 0.00, 0.00, 0.00, 0.00, 0.00, 0.00, 0.00, 0.01, 0.00, 0.00, 0.00, 0.00, 0.00, 0.00, 0.00, 0.00, 0.00, 0.00, 0.00, 0.00, 0.00, 0.00, 0.00, 0.00, 0.00, 0.00, 0.00, 0.00, 0.00, 0.00, 0.00, 0.00, -0.01, 0.00, 0.02, 0.03, 0.01, 0.13, -0.09, 0.20, -0.09, 0.13, 0.03, 0.02, 0.01, 0.22, 1.18, 0.00, 0.00, -0.01, 0.00, 0.01, 0.00, 0.00, 0.01, 0.01, 0.01, 0.00, 0.00, 0.00, -0.01, 0.00, 0.00, 0.00]
}

(2)
{
  "formula": "C25H38BBrIrN8O",
  "method": "the ωB97M-V functional and the def2-TZVPD basis",
  "total_energy_ev": -114052.0434,
  "homo_lumo_gap_ev": [9.156, 6.516],
  "total_charge": 2,
  "relative_energy_kcal_mol": 16.9,
  "largest_force_ha_per_bohr": 0.05384,
  "multiplicity": 6,
  "species": ["Ir", "C", "C", "N", "N", "C", "B", "N", "C", "C", "C", "N", "N", "C", "C", "C", "N", "H", "H", "H", "H", "H", "H", "H", "H", "H", "H", "C", "C", "C", "C", "C", "C", "C", "Br", "C", "O", "C", "C", "C", "C", "C", "C", "H", "H", "H", "H", "H", "H", "H", "H", "H", "H", "H", "H", "H", "H", "H", "H", "H", "H", "H", "H", "N", "C", "C", "N", "H", "H", "H", "H", "H", "H", "H", "H"],
  "coordinates": [[-1.7657, -0.9875, -1.3874], [-1.4577, -2.0644, 2.8792], [-0.9612, -1.3003, 1.8374], [-1.5870, -1.6662, 0.6809], [-2.4785, -2.6631, 1.0020], [-2.4030, -2.9066, 2.3102], [-3.5359, -3.2054, -0.0200], [-4.4039, -2.0283, -0.3508], [-5.6341, -1.7436, 0.1715], [-5.9430, -0.4646, -0.2083], [-4.8326, 0.0032, -0.8649], [-3.9037, -0.9600, -0.9729], [-2.8609, -3.7258, -1.2842], [-2.9947, -4.9596, -1.8485], [-2.0884, -5.1332, -2.8358], [-1.3999, -3.9106, -2.8666], [-1.9340, -3.0593, -1.9348], [-1.2188, -2.0458, 3.9655], [-0.2809, -0.4926, 1.8975], [-3.0429, -3.7032, 2.7185], [-4.1406, -4.1254, 0.4616], [-6.1594, -2.5174, 0.6647], [-6.8372, 0.1098, 0.0340], [-4.7028, 0.9724, -1.2659], [-3.6742, -5.5623, -1.3125], [-1.9605, -6.0215, -3.4483], [-0.6285, -3.5745, -3.5764], [5.3169, 2.3359, 2.3087], [4.9957, 0.9730, 1.8157], [6.0305, 0.5694, 0.7062], [5.0974, -0.0605, 3.0225], [3.6231, 0.8592, 1.2510], [3.2571, -0.3215, 0.5985], [2.0290, -0.4946, 0.0683], [1.6615, -2.0374, -0.8413], [1.0820, 0.5886, 0.0612], [-0.0123, 0.4331, -0.5642], [1.4119, 1.7834, 0.8356], [2.6481, 1.8247, 1.4505], [0.4025, 2.9177, 0.9797], [0.9876, 3.9968, 1.8934], [-0.9268, 2.3670, 1.5818], [0.0804, 3.5355, -0.3787], [6.3688, 2.3565, 2.6853], [4.6592, 2.6404, 3.1345], [5.0202, 3.1450, 1.5727], [7.0105, 0.5892, 1.2020], [6.0644, 1.3205, -0.0770], [5.9516, -0.4943, 0.3892], [6.1881, -0.0482, 3.1751], [4.7477, -1.0876, 2.7662], [4.5557, 0.3048, 3.8758], [3.9931, -1.0776, 0.4329], [2.9019, 2.5643, 2.1524], [1.1354, 3.6714, 2.9349], [0.2714, 4.8122, 1.9657], [1.9366, 4.3571, 1.4457], [-0.7150, 2.1341, 2.6545], [-1.3461, 1.5462, 0.9957], [-1.5840, 3.2413, 1.6196], [1.0115, 3.7391, -0.8991], [-0.4668, 4.4899, -0.1756], [-0.4676, 2.8168, -0.9549], [-2.2594, 1.0024, -2.4003], [-1.4081, 1.3106, -3.5864], [-0.0496, 0.6175, -3.5183], [-0.3954, -0.8461, -3.3741], [-3.2211, 1.1812, -2.6587], [-2.0422, 1.7153, -1.7209], [-1.2884, 2.4011, -3.7209], [-1.9466, 0.9595, -4.4958], [0.5494, 0.8592, -2.6975], [0.4845, 0.8039, -4.4236], [0.4345, -1.4401, -3.3879], [-0.9488, -1.1201, -4.1460]],
  "forces_ev_per_angstrom": [[1.21, 0.07, 0.18], [0.11, -0.20, 1.34], [-1.31, -0.92, -0.38], [-0.33, -0.07, 0.30], [0.76, 0.30, -0.05], [-0.48, -0.70, -0.20], [0.45, -0.69, 0.55], [-1.79, 0.13, 0.80], [1.64, -0.43, -1.38], [-1.03, 0.91, 0.76], [0.10, -0.24, -0.29], [-0.13, 0.40, -0.01], [-0.50, -1.66, -0.51], [-0.58, 1.32, 2.37], [1.04, 0.39, -0.95], [-0.30, 0.65, -0.46], [1.61, 0.00, -1.32], [-0.04, 0.14, -1.23], [0.54, 0.43, -0.20], [0.50, 0.63, -0.02], [-0.04, 0.36, 0.08], [-0.50, -0.39, 0.49], [0.35, -0.33, -0.16], [0.18, 0.68, -0.32], [-0.64, -1.05, -0.14], [0.12, 0.40, 0.16], [-0.48, -0.25, 0.64], [-0.28, 1.88, 0.45], [-0.02, -1.75, -0.51], [0.38, -0.57, 1.40], [0.74, 0.11, -1.62], [-0.02, -0.42, 0.36], [0.22, -0.39, -0.52], [0.52, 1.05, 0.20], [-0.37, -1.12, -0.56], [-0.52, -0.34, -0.06], [-0.25, 0.58, 0.27], [0.00, 0.02, 0.00], [-0.93, -0.41, -0.57], [-0.17, -0.84, 0.54], [0.01, 0.11, -0.09], [1.03, 1.02, 1.01], [0.42, 0.81, 0.70], [-0.85, 0.43, -0.57], [0.34, -0.41, 0.32], [1.19, -0.88, 0.33], [-0.09, 0.18, -0.15], [-0.18, -0.29, -0.37], [-0.24, 0.93, -0.23], [-0.45, -0.44, 0.62], [0.37, 0.77, 0.10], [-0.12, 0.13, 0.43], [0.27, -0.43, 0.14], [-0.02, 1.13, 0.35], [0.19, -0.12, -0.42], [0.07, 0.23, -0.16], [-0.55, 0.08, 0.49], [-0.44, -0.39, -0.83], [-0.02, 0.16, 0.35], [-0.34, -0.33, -0.13], [0.05, 0.33, -0.24], [0.27, -0.85, -0.58], [-0.53, -0.08, -0.46], [0.46, 0.44, -0.57], [0.07, 0.39, -0.77], [-2.00, -1.59, -0.71], [0.87, 0.78, 0.98], [-0.19, -0.23, -0.04], [0.08, 0.13, 0.61], [-0.04, -0.44, 0.20], [0.35, 0.11, 0.59], [0.71, 0.68, 1.22], [0.40, 0.12, -0.69], [-0.10, 0.24, 0.25], [-0.74, -0.40, -1.08]],
  "mulliken_spin": [3.13, 0.01, 0.00, 0.22, -0.03, 0.03, -0.10, -0.06, 0.05, 0.00, 0.01, 0.22, -0.08, 0.05, -0.01, 0.02, 0.24, 0.00, 0.01, 0.00, 0.00, 0.00, 0.00, 0.01, 0.00, 0.00, 0.00, 0.01, 0.06, 0.04, 0.05, -0.03, 0.02, 0.04, 0.02, 0.25, 0.30, 0.14, 0.07, -0.02, 0.00, 0.02, 0.02, 0.00, 0.00, 0.00, 0.00, 0.00, 0.00, 0.00, 0.00, 0.00, 0.00, 0.00, 0.00, 0.00, 0.00, 0.00, 0.00, 0.00, 0.00, 0.00, 0.00, 0.15, -0.01, 0.00, 0.16, 0.00, -0.02, 0.00, 0.00, 0.00, 0.00, -0.01, -0.01]
}

(3)
{
  "formula": "C25H38BaFN3PS",
  "method": "the ωB97M-V functional and the def2-TZVPD basis",
  "total_energy_ev": -54545.0554,
  "homo_lumo_gap_ev": 6.799,
  "total_charge": 1,
  "relative_energy_kcal_mol": 4.1,
  "largest_force_ha_per_bohr": 0.00741,
  "multiplicity": 1,
  "species": ["Ba", "C", "C", "C", "C", "C", "C", "C", "C", "C", "C", "C", "C", "N", "C", "C", "C", "C", "C", "C", "F", "H", "H", "H", "H", "H", "H", "H", "H", "H", "H", "H", "H", "H", "H", "H", "H", "H", "H", "H", "H", "H", "C", "P", "C", "C", "H", "H", "H", "H", "H", "H", "H", "H", "H", "S", "C", "N", "C", "C", "C", "N", "H", "H", "H", "H", "H", "H", "H", "H"],
  "coordinates": [[-0.9660, 0.2938, -0.4656], [1.8417, 0.2077, 1.9966], [2.2318, -1.2739, 1.8733], [1.1743, -2.1964, 2.4876], [2.6474, -1.5801, 0.4394], [4.0119, -1.5376, 0.1608], [4.4985, -1.7285, -1.1199], [3.6072, -1.9729, -2.1505], [2.2394, -2.0387, -1.9135], [1.2856, -2.2700, -3.0741], [1.7713, -3.3438, -4.0486], [1.0274, -0.9487, -3.8086], [1.7417, -1.8316, -0.6114], [0.3362, -1.8289, -0.3934], [-0.2805, -3.0542, -0.2986], [0.3498, -4.3094, -0.2389], [-0.3836, -5.4809, -0.1152], [-1.7707, -5.4682, -0.0485], [-2.4301, -4.2488, -0.1209], [-1.6797, -3.1123, -0.2463], [-2.3373, -1.8721, -0.3497], [1.3869, 0.4313, 2.9630], [1.1291, 0.4574, 1.2069], [2.7093, 0.8524, 1.8549], [3.1354, -1.4013, 2.4742], [0.1736, -1.9771, 2.1154], [1.1781, -2.0829, 3.5744], [1.3934, -3.2396, 2.2598], [4.7052, -1.3515, 0.9739], [5.5630, -1.6910, -1.3118], [3.9859, -2.1211, -3.1540], [0.3367, -2.6135, -2.6669], [2.6829, -3.0434, -4.5671], [1.0086, -3.5344, -4.8055], [1.9680, -4.2786, -3.5223], [1.9529, -0.5569, -4.2356], [0.6437, -0.1846, -3.1198], [0.3036, -1.0787, -4.6156], [1.4309, -4.3501, -0.2851], [0.1439, -6.4251, -0.0686], [-2.3301, -6.3873, 0.0490], [-3.5105, -4.1797, -0.0964], [-1.3911, 0.3475, 4.1456], [-2.3898, 0.3340, 2.6144], [-3.3708, -1.1957, 2.8393], [-3.6251, 1.6402, 2.9575], [-2.0273, 0.2483, 5.0262], [-0.8318, 1.2813, 4.2128], [-0.6816, -0.4799, 4.1220], [-3.8672, -1.2097, 3.8105], [-2.7141, -2.0635, 2.7583], [-4.1212, -1.2692, 2.0512], [-4.1193, 1.4790, 3.9165], [-4.3747, 1.6443, 2.1654], [-3.1327, 2.6126, 2.9632], [-1.8387, 3.2920, -0.5885], [-1.2645, 4.8852, -0.7900], [0.0123, 5.1571, -1.0559], [0.5487, 6.5053, -1.2453], [-0.5502, 7.4143, -1.7642], [-1.7561, 7.3136, -0.8468], [-2.1149, 5.9063, -0.6775], [0.6305, 4.3693, -1.1334], [1.3704, 6.4447, -1.9562], [0.9449, 6.8837, -0.3004], [-0.8299, 7.1156, -2.7760], [-0.1941, 8.4424, -1.8005], [-2.6127, 7.8329, -1.2715], [-1.5367, 7.7619, 0.1248], [-3.0693, 5.6579, -0.4784]],
  "forces_ev_per_angstrom": [[0.11, 0.10, 0.00], [0.09, -0.24, 0.01], [-0.10, 0.02, -0.04], [0.11, 0.06, -0.02], [-0.03, 0.02, 0.04], [0.01, 0.02, 0.00], [-0.02, 0.00, 0.01], [0.02, -0.02, 0.03], [-0.08, 0.01, -0.12], [0.05, 0.01, -0.01], [-0.03, 0.05, 0.05], [0.01, -0.10, 0.04], [0.08, -0.02, 0.10], [0.00, -0.04, -0.02], [-0.02, 0.24, -0.02], [-0.05, -0.04, 0.00], [-0.01, 0.01, 0.00], [0.14, -0.08, 0.00], [-0.25, 0.16, -0.03], [0.33, -0.19, 0.02], [-0.23, -0.24, 0.05], [0.01, 0.02, -0.02], [-0.07, 0.12, 0.06], [-0.03, 0.03, -0.03], [0.02, -0.02, 0.00], [-0.01, -0.02, 0.02], [-0.01, 0.00, -0.01], [-0.05, 0.00, 0.01], [-0.01, 0.00, -0.01], [-0.01, 0.00, 0.00], [-0.01, -0.01, 0.01], [-0.03, -0.02, 0.03], [-0.01, -0.02, -0.02], [0.02, 0.00, 0.00], [0.02, 0.01, -0.02], [-0.02, 0.02, 0.00], [0.01, 0.02, -0.03], [0.00, 0.02, 0.01], [0.00, 0.02, 0.00], [0.00, 0.01, 0.00], [-0.02, 0.02, 0.00], [0.02, 0.00, 0.01], [0.01, 0.03, -0.07], [-0.02, -0.08, -0.03], [0.05, 0.07, -0.06], [0.05, -0.07, -0.05], [0.00, 0.00, 0.00], [0.01, -0.01, 0.02], [0.00, 0.01, 0.02], [-0.01, 0.00, 0.01], [-0.01, -0.01, 0.01], [-0.01, -0.02, 0.02], [0.00, 0.00, 0.01], [-0.01, 0.03, 0.02], [-0.02, 0.01, 0.00], [0.07, 0.07, 0.01], [-0.08, 0.19, 0.01], [0.10, 0.00, -0.03], [-0.04, 0.00, -0.01], [-0.02, -0.01, 0.01], [0.06, -0.02, -0.03], [-0.01, -0.01, -0.01], [-0.03, -0.04, 0.01], [0.01, -0.02, 0.01], [0.01, -0.01, 0.01], [0.00, 0.01, 0.00], [-0.01, 0.00, 0.00], [-0.02, -0.01, 0.01], [-0.01, -0.01, 0.02], [-0.01, -0.02, 0.00]],
  "mulliken_charge": [1.43, -0.99, 0.51, -1.46, 1.07, -0.93, -1.41, -0.29, 1.05, 0.90, -1.69, -1.21, -0.80, -0.29, -0.22, -0.30, -0.97, -0.54, -0.62, 0.52, -0.34, 0.39, -0.11, 0.34, 0.59, -0.01, 0.50, 0.38, 0.41, 0.41, 0.33, 0.07, 0.35, 0.43, 0.39, 0.31, 0.10, 0.41, 0.49, 0.44, 0.41, 0.49, -1.18, 0.63, -1.26, -1.20, 0.45, 0.33, 0.17, 0.45, 0.32, 0.35, 0.37, 0.35, 0.35, -0.49, 0.45, -0.05, -0.56, -0.59, -0.57, -0.16, 0.12, 0.37, 0.28, 0.31, 0.34, 0.37, 0.29, 0.20]
}